one) The following is a quantum chemistry calculation of a cluster of 12 separate species, C6H35NO12 in total, from the OMol25 dataset.

```
! RIJCOSX wB97M-V def2-TZVPD def2/J DEFGRID3
* xyz 0 1
C 1.1217 -2.7653 1.9153
C -0.3301 -2.3241 2.0506
C -0.4761 -0.8278 2.3190
C 0.0956 0.0475 1.1962
C -0.5142 -0.1822 -0.1708
N -1.9678 -0.0143 -0.1879
C -2.5130 1.2208 -0.0524
O -3.6729 1.3935 0.2885
H 1.7195 -2.3348 2.7236
H 1.2231 -3.8496 1.9435
H 1.5618 -2.4195 0.9780
H -0.8010 -2.8842 2.8647
H -0.8726 -2.6092 1.1467
H 0.0039 -0.5815 3.2681
H -1.5262 -0.5450 2.4469
H -0.0332 1.0904 1.4772
H 1.1791 -0.0867 1.1531
H -0.0894 0.4958 -0.9067
H -0.3032 -1.1790 -0.5376
H -2.5383 -0.7965 0.1085
H -1.8639 2.0777 -0.2702
O 1.3128 2.4739 -1.9430
H 1.7707 3.1647 -2.4374
H 1.9507 2.2766 -1.1837
O -0.2371 3.9403 -0.1506
H 0.3878 3.9120 0.6013
H 0.1928 3.3777 -0.8274
O 1.0057 3.2924 2.2784
H 0.0425 3.2054 2.4727
H 1.3410 3.9741 2.8654
O -1.6836 -1.0471 -3.1786
H -2.0858 -0.6302 -2.4062
H -0.8662 -0.5228 -3.3276
O -1.7331 3.4261 2.1185
H -1.5131 3.7672 1.2285
H -2.4847 2.8446 1.9810
O -0.5508 -3.2881 -1.9599
H -1.1204 -3.4089 -1.1938
H -0.9895 -2.5872 -2.4959
O 0.8113 0.1923 -3.3838
H 1.0852 0.3032 -4.2899
H 1.0196 1.0409 -2.9274
O 2.8771 1.9852 0.0745
H 2.3863 2.1606 0.8906
H 3.1454 1.0353 0.0969
O 3.3995 -0.6729 -0.1246
H 3.7498 -1.2819 0.5245
H 2.8687 -1.1600 -0.8014
O -3.0079 -2.8386 -0.0406
H -3.7510 -2.8846 -0.6511
H -3.2756 -3.2933 0.7644
O 1.8886 -1.9420 -1.9507
H 1.1004 -2.5250 -1.8593
H 1.5603 -1.2161 -2.5180
*
```

SMILES   CCCCCNC=O.O.O.O.O.O.O.O.O.O.O.O
Gap between HOMO and LUMO   0.3637 Ha

These are the natural (NBO) partial charges, in e, on atoms 1 to 2: atom 1 (C): -0.615, atom 2 (C): -0.405

two) The following is a quantum chemistry calculation of a cluster of 12 separate species, C6H35NO12 in total, from the OMol25 dataset.

```
! RIJCOSX wB97M-V def2-TZVPD def2/J DEFGRID3
* xyz 0 1
C 1.2776 1.9546 0.0622
C -0.2388 2.0726 0.5244
N -0.9044 0.7691 0.0358
C -1.3115 -0.2126 1.1437
C -0.4544 -1.4580 1.3891
C -1.3349 0.5032 -1.2443
C -0.4720 1.0451 -2.4078
O -2.2159 -0.3387 -1.4085
H 1.9858 1.6595 0.8469
H 1.5148 1.2861 -0.6692
H 1.5528 3.0396 -0.2730
H -0.7602 2.8536 -0.1456
H -0.4536 2.0431 1.5600
H -1.3010 0.4660 2.0164
H -2.4344 -0.5144 1.0402
H -0.8718 -2.2377 0.7464
H 0.5086 -1.2720 1.0806
H -0.4054 -1.7027 2.3436
H -1.0028 1.7645 -3.0121
H 0.0034 0.1862 -3.0567
H 0.3301 1.6941 -1.9305
O 2.5057 0.1236 -4.5001
H 1.6494 0.0426 -4.0536
H 3.1817 -0.6478 -4.1696
O -1.1815 -3.5029 -1.8492
H -1.5051 -2.8283 -1.3515
H -1.3145 -3.2045 -2.7642
O -4.0935 2.0781 -2.1555
H -3.7904 1.1965 -2.3871
H -3.9941 2.0400 -1.1935
O 0.9308 -1.7266 -2.1012
H 0.6460 -2.7253 -2.1241
H 1.7018 -1.8881 -1.5011
O -0.4884 0.2331 4.3266
H -0.6185 -0.0693 5.3021
H -1.1698 0.9678 4.3030
O 4.0600 -1.1679 0.7888
H 4.6452 -0.4507 0.5898
H 3.8931 -0.9920 1.8411
O -2.3366 -0.5195 -3.9698
H -1.6104 -0.5739 -3.3336
H -3.1006 -0.6868 -3.3816
O 2.4988 2.3451 3.0363
H 2.6417 1.8250 3.8443
H 2.1702 3.1791 3.0024
O 2.1128 -3.8622 -0.0837
H 3.1390 -3.9585 -0.0852
H 1.9131 -3.0043 0.4000
O -2.0092 2.3586 3.4952
H -1.5512 2.4166 2.6492
H -2.9154 2.1782 3.5052
O 2.1408 0.1172 3.9520
H 2.2876 0.1541 2.9984
H 1.1797 -0.1531 4.0615
*
```

SMILES   CCN(CC)C(C)=O.O.O.O.O.O.O.O.O.O.O.O
Gap between HOMO and LUMO   0.3483 Ha

These are the natural (NBO) partial charges, in e, on atoms 1 to 2: atom 1 (C): -0.640, atom 2 (C): -0.192

Which is most stable, and by how much? one), by 649.4 kJ/mol.

one) The following is a quantum chemistry calculation of the molecule C4H10N4, from the OMol25 dataset.

```
! RIJCOSX wB97M-V def2-TZVPD def2/J DEFGRID3
* xyz 0 1
H -2.6705 -1.9236 0.1377
N -2.3925 -0.9636 0.4386
C -1.0894 -0.9156 0.4429
N -0.2345 -1.9317 0.1827
C -0.4687 0.3658 0.8292
C 0.7420 0.8061 0.3829
N 1.7817 1.3345 1.1503
N 1.1633 0.6934 -0.9166
C 0.1014 0.5976 -1.9767
H 0.6937 -1.8250 -0.0859
H -0.6750 -2.6040 -0.2808
H -0.9632 1.0102 1.4987
H 1.4359 1.7243 1.9940
H 2.3924 1.9673 0.6755
H 2.1500 0.7176 -1.0314
H 0.6734 0.2192 -2.8399
H -0.7487 0.0670 -1.6749
H -0.2261 1.5943 -2.4481
*
```

SMILES   [H]/N=C(N)/C=C(/N)NC
Gap between HOMO and LUMO   0.3003 Ha

These are the natural (NBO) partial charges, in e, on atoms 1 to 2: atom 1 (H): 0.302, atom 2 (N): -0.730

two) The following is a quantum chemistry calculation of the molecule C4H10N4, from the OMol25 dataset.

```
! RIJCOSX wB97M-V def2-TZVPD def2/J DEFGRID3
* xyz 0 1
N -1.8149 -0.5097 1.4631
N -2.2035 -0.6915 0.1566
C -1.3534 -1.2471 -0.6032
C 0.0798 -1.5736 -0.3092
C 1.0834 -0.6485 -1.0236
C 1.1936 0.8159 -0.5874
N 0.7734 1.1873 0.5485
N 0.8911 2.5373 0.9285
H -2.3905 0.2814 1.8027
H -0.9016 -0.0639 1.5142
H -1.7324 -1.6614 -1.5707
H 0.3165 -1.5346 0.7569
H 0.2449 -2.6289 -0.5932
H 2.1536 -1.0406 -1.0056
H 0.9052 -0.6333 -2.1428
H 1.7585 1.5489 -1.2402
H 0.1796 2.6895 1.7552
H 0.8167 3.1728 0.1499
*
```

SMILES   N/N=C\CC/C=N/N
Gap between HOMO and LUMO   0.3660 Ha

These are the natural (NBO) partial charges, in e, on atoms 1 to 2: atom 1 (N): -0.652, atom 2 (N): -0.235

three) The following is a quantum chemistry calculation of the molecule C4H10N4, from the OMol25 dataset.

```
! RIJCOSX wB97M-V def2-TZVPD def2/J DEFGRID3
* xyz 0 1
H 2.3438 -2.4529 0.7944
N 1.5323 -1.8325 0.9443
N 1.2986 -1.1145 -0.0419
C 0.1048 -0.1284 0.1521
C -1.1705 -0.9307 0.4033
C 0.4300 0.8342 1.2916
C 0.0204 0.6121 -1.1778
N -0.9570 1.6487 -1.2588
N 0.7717 0.4078 -2.2036
H 1.4507 -0.3300 -1.9656
H -2.0331 -0.2734 0.5522
H -1.3956 -1.5908 -0.4413
H -1.0698 -1.5596 1.2946
H 0.5870 0.2926 2.2307
H 1.3391 1.4066 1.0780
H -0.3837 1.5488 1.4535
H -1.8813 1.4400 -0.9020
H -0.9874 2.0220 -2.2037
*
```

SMILES   [H]/N=N/C(C)(C)/C(N)=N\[H]
Gap between HOMO and LUMO   0.3609 Ha

These are the natural (NBO) partial charges, in e, on atoms 1 to 2: atom 1 (H): 0.327, atom 2 (N): -0.327

Which is most stable, and by how much? three), by 42.0 kJ/mol.

one) The following is a quantum chemistry calculation of a structure of composition C4H10N4, from the OMol25 dataset.

```
! RIJCOSX wB97M-V def2-TZVPD def2/J DEFGRID3
* xyz 0 1
C -0.0193 -0.9585 1.0198
C 1.4682 -0.4336 0.5855
C -1.0350 1.6021 -0.4289
C -0.7529 -1.2665 -0.3845
H -0.2615 -1.8495 1.6939
H -0.4715 0.0910 1.7361
H 2.2995 -1.1278 0.1101
H 1.9508 -0.1525 1.5421
H 1.8255 1.4019 -0.6882
H 0.4324 2.0449 1.0764
H -1.6849 2.5297 -0.2988
H -0.8819 -1.0964 -2.3277
H -0.0664 -2.0384 -0.7077
H -1.8904 -1.5849 0.0657
N 1.0006 0.6975 -0.2326
N 0.2640 1.8074 0.0769
N -1.4755 0.7348 -1.3174
N -0.7017 -0.4012 -1.5208
*
```

Gap between HOMO and LUMO   0.3024 Ha

These are the natural (NBO) partial charges, in e, on atoms 1 to 2: atom 1 (C): -0.410, atom 2 (C): -0.255

two) The following is a quantum chemistry calculation of the molecule C4H10N4, from the OMol25 dataset.

```
! RIJCOSX wB97M-V def2-TZVPD def2/J DEFGRID3
* xyz 0 1
C 1.2475 0.8665 -1.2305
N -1.3744 -0.1993 0.1279
C -0.1066 0.4622 0.7753
C 0.3146 -0.9304 0.9641
N -1.4734 -0.3674 -1.2566
N -0.6152 1.1063 1.9701
C 1.0151 -1.9337 0.5069
N 0.7854 1.2157 0.0827
H -2.2077 0.0645 0.6546
H -1.7892 0.4809 -1.7180
H -2.1004 -1.1333 -1.4671
H -0.3387 2.0809 1.9051
H -0.1920 0.7059 2.7987
H 0.5559 1.1397 -2.0399
H 2.1883 1.3919 -1.4153
H 1.4314 -0.2174 -1.3632
H 0.5646 -2.8924 0.2831
H 2.0948 -1.8405 0.4219
*
```

Gap between HOMO and LUMO (alpha / beta)   0.2596 / 0.2595 Ha

These are the natural (NBO) partial charges, in e, on atoms 1 to 2: atom 1 (C): -0.425, atom 2 (N): -0.428

three) The following is a quantum chemistry calculation of the molecule C4H10N4, from the OMol25 dataset.

```
! RIJCOSX wB97M-V def2-TZVPD def2/J DEFGRID3
* xyz 0 1
C -0.2988 1.5856 0.0539
C -0.3137 -0.7638 2.0397
N -0.3869 0.2370 -0.4908
C 0.9579 -0.2914 -1.0121
N -1.5325 0.0932 -1.3202
C 1.0866 -1.1588 0.0539
N -0.2306 -1.0432 0.6116
N 1.3862 0.2207 -2.1085
H -1.6953 -0.9100 -1.3728
H -1.2447 0.4038 -2.2492
H 2.1937 -0.2673 -2.4794
H 1.9142 -1.6512 0.5283
H -1.2522 1.8622 0.5000
H -0.0466 2.2621 -0.7667
H 0.5123 1.6119 0.7811
H 0.4636 -0.0857 2.4138
H -1.3040 -0.3742 2.2771
H -0.2091 -1.7310 2.5402
*
```

Gap between HOMO and LUMO   0.2741 Ha

These are the natural (NBO) partial charges, in e, on atoms 1 to 2: atom 1 (C): -0.427, atom 2 (C): -0.461

Which is most stable, and by how much? three), by 126.4 kJ/mol.

one) The following is a quantum chemistry calculation of a cluster of 2 separate species, C2H9NS in total, from the OMol25 dataset.

```
! RIJCOSX wB97M-V def2-TZVPD def2/J DEFGRID3
* xyz 0 1
C 1.1456 -1.4827 0.8922
N 0.7719 -0.0449 0.8951
C 1.9706 0.8061 0.7010
H 0.1462 -2.0768 0.7295
H 1.6540 -1.7168 -0.0648
H 1.5882 -1.9203 1.7845
H 0.3193 0.3084 1.8285
H 2.7407 0.3616 0.0184
H 2.5040 1.3031 1.5616
H 1.5102 1.6531 -0.0238
S -1.9788 0.4273 -1.2008
H -1.6794 -0.3757 -2.2420
H -1.2215 0.0001 -0.2040
*
```

SMILES   CNC.S
Gap between HOMO and LUMO   0.3676 Ha

These are the natural (NBO) partial charges, in e, on atoms 1 to 2: atom 1 (C): -0.427, atom 2 (N): -0.657

two) The following is a quantum chemistry calculation of a cluster of 2 separate species, C2H9NS in total, from the OMol25 dataset.

```
! RIJCOSX wB97M-V def2-TZVPD def2/J DEFGRID3
* xyz 0 1
S -1.5017 0.4528 3.4781
H -1.3525 1.4570 4.3484
C 0.3588 -1.4059 -0.9844
N -0.3120 -0.1005 -0.9297
C 0.5329 0.9579 -0.2636
H -0.1715 -2.0958 -1.6313
H 1.3693 -1.2738 -1.3755
H 0.5628 -1.8245 -0.0006
H -1.2121 -0.0858 -0.4372
H -0.5222 0.2657 -1.8513
H 1.0592 1.5231 -1.0310
H 1.3124 0.5346 0.3537
H -0.1234 1.5953 0.3244
*
```

Gap between HOMO and LUMO   0.1716 Ha

These are the natural (NBO) partial charges, in e, on atoms 1 to 2: atom 1 (S): -1.075, atom 2 (H): 0.105

Which is most stable, and by how much? one), by 142.8 kJ/mol.